2 unconnected molecules or ions with the total composition C4H10NO3, computed with ωB97M-V/def2-TZVPD.

Each line ends with the Löwdin spin population.
Element x y z (Å)
O: -0.754 2.014 -0.268  0.767
C: -0.484 1.488 0.855  0.046
O: 0.278 2.029 1.639  0.129
C: -1.227 0.174 1.255  0.039
C: -0.392 -1.038 0.837  0.003
C: -0.179 -1.002 -0.697  0.002
N: 0.472 -2.265 -1.179  0.000
H: -2.296 0.130 1.054  0.001
H: -1.218 0.242 2.343  0.010
H: -0.531 -2.014 1.281  0.002
H: 0.617 -0.896 1.255  0.000
H: -1.003 -0.651 -1.308  0.001
H: 0.607 -0.264 -0.860  0.000
H: 0.025 -2.593 -2.021  0.000
H: 0.423 -2.901 -0.399  0.000
H: 1.368 2.187 -1.788  0.000
H: 2.095 2.854 -0.564  0.000
O: 2.200 2.507 -1.436  0.001

Values from the calculation:
- Relative energy (zero: lowest compared OMol25 entry of this formula, charge and spin): 154.5 kJ/mol
- LUMO energy (spin up / spin down): 0.7 / -3.6 eV
- Expectation value of S²: 0.755
- M: 120.13 g/mol
- Total charge: 0
- 2S+1: 2
- E_HOMO (spin up / spin down): -9.494 / -9.492 eV

A gas-phase ion, C4H10NO3 (charge +1), computed with ωB97M-V/def2-TZVPD.

Each line ends with the natural charge from an NBO analysis.
Element x y z (Å)
C: -2.304 -0.078 0.956  -0.273
C: -1.395 0.315 0.060  -0.284
C: -0.018 -0.365 -0.055  0.354
N: 0.110 -0.908 -1.488  -0.707
O: 0.078 -1.556 0.659  -0.727
C: 1.102 0.654 0.321  0.343
O: 2.301 -0.084 0.356  -0.731
O: 1.085 1.634 -0.687  -0.765
H: -3.161 0.433 1.093  0.216
H: -2.163 -0.976 1.478  0.212
H: -1.472 1.121 -0.593  0.218
H: 0.995 -0.789 -1.896  0.459
H: -0.476 -0.320 -2.077  0.439
H: -0.412 -1.869 -1.284  0.497
H: 0.446 -1.514 1.583  0.531
H: 0.962 1.204 1.382  0.182
H: 3.082 0.453 0.600  0.507
H: 1.240 2.644 -0.406  0.529

Values from the calculation:
- Relative energy (zero: lowest compared OMol25 entry of this formula, charge and spin): 219.2 kJ/mol
- LUMO energy: -3.3 eV
- M: 120.13 g/mol
- Total charge: +1
- 2S+1: 1
- E_HOMO: -14.516 eV
- SMILES string: C=C[C@]([NH3+])(O)C(O)O

C4H10NO3PS in the gas phase, computed with ωB97M-V/def2-TZVPD.

Each line ends with the natural charge from an NBO analysis.
Element x y z (Å)
C: -1.844 0.558 0.144  -0.637
C: -0.716 0.800 -0.891  0.113
C: 0.157 1.977 -0.523  -0.692
O: 0.035 -0.412 -1.159  -0.824
P: 0.846 -1.430 -0.318  2.004
C: -0.273 -2.325 0.805  -1.005
O: 1.583 -2.331 -1.205  -1.017
S: 2.381 0.010 0.757  1.402
N: 2.748 0.610 2.019  -0.825
O: 3.073 0.278 -0.483  -0.904
H: -2.741 0.061 -0.222  0.223
H: -1.374 0.056 0.946  0.199
H: -2.231 1.485 0.562  0.232
H: -1.194 0.817 -1.826  0.208
H: 1.078 2.095 -1.077  0.253
H: 0.407 2.179 0.509  0.231
H: -0.278 2.923 -0.815  0.241
H: -0.536 -1.792 1.656  0.247
H: -1.339 -2.280 0.180  0.272
H: 0.219 -3.277 0.943  0.276

Values from the calculation:
- Relative energy (zero: lowest compared OMol25 entry of this formula, charge and spin): 334.1 kJ/mol
- LUMO energy: -0.5 eV
- M: 183.17 g/mol
- Total charge: 0
- 2S+1: 1
- E_HOMO: -9.798 eV
- SMILES string: CC(C)O[P@@](C)(=O)S(#N)=O

2 unconnected molecules or ions with the total composition C4H10NOS, computed with ωB97M-V/def2-TZVPD.

Each line ends with the natural charge from an NBO analysis.
Element x y z (Å)
C: 1.488 3.199 -1.038  -0.476
C: -1.253 -0.494 1.451  0.125
C: 1.389 1.891 -1.089  0.239
C: -1.641 -2.577 0.364  -0.436
N: -1.236 -1.767 1.529  -0.416
O: 1.782 1.196 -2.141  -0.708
S: 0.920 0.723 0.267  -0.072
H: 1.285 3.716 -0.192  0.217
H: 1.780 3.621 -1.903  0.216
H: -0.879 0.126 2.301  0.245
H: -1.769 -0.066 0.705  0.212
H: -2.283 -3.268 0.804  0.236
H: -2.015 -2.145 -0.482  0.246
H: -0.901 -3.229 -0.020  0.246
H: -0.749 -2.087 2.372  0.446
H: 2.580 1.485 -2.592  0.512
H: 1.503 -0.324 -0.336  0.168

Values from the calculation:
- Relative energy (zero: lowest compared OMol25 entry of this formula, charge and spin): 344.0 kJ/mol
- LUMO energy: -4.6 eV
- M: 120.20 g/mol
- Total charge: +1
- 2S+1: 1
- E_HOMO: -12.190 eV

A gas-phase ion, C4H10NOS (charge +1), computed with ωB97M-V/def2-TZVPD.

Each line ends with the Löwdin spin population.
Element x y z (Å)
C: 2.151 0.201 1.409  0.016
C: 2.376 -0.989 0.477  0.005
C: -2.648 0.736 -1.108  0.123
C: -0.110 -0.199 0.165  0.467
N: 1.328 0.054 0.170  0.042
O: -0.333 -1.565 0.176  0.097
S: -0.976 0.678 -1.716  1.157
H: 1.518 0.175 2.278  0.001
H: 2.706 1.118 1.508  0.002
H: 3.282 -0.878 -0.057  0.001
H: 2.115 -1.947 0.793  0.001
H: -2.774 -0.353 -1.080  0.035
H: -3.195 0.949 -1.953  0.008
H: -2.721 1.284 -0.132  0.014
H: -0.655 0.238 1.024  0.014
H: 1.628 0.674 -0.590  0.014
H: -1.209 -1.748 0.097  0.004

Values from the calculation:
- Relative energy (zero: lowest compared OMol25 entry of this formula, charge and spin): 143.8 kJ/mol
- LUMO energy (spin up / spin down): -2.8 / -6.2 eV
- Expectation value of S²: 2.007
- M: 120.20 g/mol
- Total charge: +1
- 2S+1: 3
- E_HOMO (spin up / spin down): -10.154 / -13.590 eV

A gas-phase ion, C4H10NS (charge -2), computed with ωB97M-V/def2-TZVPD.

Each line ends with the Löwdin spin population.
Element x y z (Å)
C: -0.520 -2.715 -0.506  0.495
N: -0.107 -1.404 -0.971  0.011
C: 0.020 -0.367 0.043  0.006
C: -0.063 1.022 -0.603  0.008
S: -0.334 2.405 0.580  0.008
C: 1.287 -0.548 0.882  0.052
H: 0.214 -3.222 0.146  0.115
H: -1.446 -2.632 0.058  0.069
H: -0.671 -3.394 -1.351  0.146
H: 0.732 -1.480 -1.533  0.033
H: -0.836 -0.484 0.714  0.005
H: 0.906 1.188 -1.087  0.001
H: -0.873 1.001 -1.334  0.002
H: 2.145 -0.793 0.250  0.019
H: 1.136 -1.381 1.566  0.028
H: 1.541 0.353 1.445  0.002

Values from the calculation:
- Relative energy (zero: lowest compared OMol25 entry of this formula, charge and spin): 16.9 kJ/mol
- LUMO energy (spin up / spin down): 6.0 / 5.9 eV
- Expectation value of S²: 0.751
- M: 104.20 g/mol
- Total charge: -2
- 2S+1: 2
- E_HOMO (spin up / spin down): 3.980 / 0.142 eV

A gas-phase ion, C4H10NS (charge +1), computed with ωB97M-V/def2-TZVPD.

Each line ends with the natural charge from an NBO analysis.
Element x y z (Å)
C: -1.157 2.880 0.745  -0.688
C: -0.200 -0.088 -0.071  0.244
C: 1.576 -1.989 -0.094  -0.608
C: 0.275 -1.417 0.558  -0.462
N: -0.499 -0.060 -1.356  -0.723
S: -0.459 1.163 1.093  0.386
H: -2.178 3.028 0.923  0.250
H: -0.917 3.055 -0.363  0.246
H: 1.626 -1.785 -1.223  0.211
H: 1.728 -3.033 -0.126  0.249
H: 2.407 -1.667 0.401  0.231
H: 0.339 -1.145 1.695  0.267
H: -0.493 -2.106 0.260  0.255
H: -0.869 0.596 -2.051  0.446
H: -0.628 3.492 1.521  0.273
H: -0.552 -0.923 -1.912  0.422

Values from the calculation:
- Relative energy (zero: lowest compared OMol25 entry of this formula, charge and spin): 143.6 kJ/mol
- LUMO energy: -4.4 eV
- M: 104.20 g/mol
- Total charge: +1
- 2S+1: 1
- E_HOMO: -14.543 eV

2 unconnected molecules or ions with the total composition C4H10NS, computed with ωB97M-V/def2-TZVPD.

Each line ends with the natural charge from an NBO analysis.
Element x y z (Å)
C: -0.776 1.720 0.000  -0.300
C: 0.555 1.996 0.571  -0.764
C: 0.201 -2.359 0.602  -0.490
C: -0.074 -0.736 -1.176  0.120
N: 0.567 -1.654 -0.625  -0.425
S: -1.819 2.989 0.005  0.281
H: 0.848 3.060 0.391  0.238
H: 1.210 1.252 0.129  0.209
H: 0.689 1.775 1.596  0.267
H: -0.696 -3.069 0.474  0.258
H: 0.958 -3.083 0.974  0.255
H: -0.046 -1.680 1.513  0.254
H: 0.377 -0.258 -2.021  0.231
H: -0.924 -0.376 -0.670  0.265
H: -2.656 2.360 -0.951  0.154
H: 1.586 -1.934 -0.813  0.449

Values from the calculation:
- Relative energy (zero: lowest compared OMol25 entry of this formula, charge and spin): 418.8 kJ/mol
- LUMO energy: -4.5 eV
- M: 104.20 g/mol
- Total charge: +1
- 2S+1: 1
- E_HOMO: -12.189 eV

| no. | electronic energy (eV) |
| --- | --- |
| 1 | -11940.0489 |
| 2 | -11934.3396 |
| 3 | -32064.1967 |
| 4 | -18673.5410 |
| 5 | -18670.3793 |
| 6 | -16632.0542 |
| 7 | -16627.4775 |
| 8 | -16624.6253 |